Density functional theory data (ωB97M-V/def2-TZVPD) for a structure of composition C46H38N5O2RhS2Si.

Geometry as XYZ:
```
95
Properties=species:S:1:pos:R:3:forces:R:3
Rh -0.53955 0.15983 -0.80536 -0.735 -0.150 -0.390
C -1.11866 0.45250 8.01355 -0.035 -0.010 -0.020
C -1.12602 0.79919 6.55050 0.004 -0.032 0.007
C -1.31094 2.10627 6.12100 -0.026 0.052 -0.013
C -1.23186 2.43914 4.77528 0.000 -0.043 -0.007
C -0.98305 1.45084 3.83711 0.356 0.024 0.192
C -0.84535 0.13098 4.24563 -0.128 0.010 -0.100
C -0.91877 -0.18827 5.58810 -0.026 0.001 0.030
S -0.58244 1.94991 2.17049 -0.188 -0.161 0.187
O -1.03454 3.31488 2.06788 0.032 -0.008 -0.038
O 0.83101 1.69757 2.02094 0.097 0.084 -0.024
N -1.32058 0.93068 1.17599 -0.147 -0.153 0.033
C -2.72642 0.87365 1.30575 0.216 0.054 -0.219
C -3.48967 1.58643 2.20666 -0.220 0.125 0.015
C -4.88289 1.38788 2.32582 0.145 0.049 0.037
C -5.54690 0.47657 1.56455 0.046 -0.070 -0.136
C -4.81344 -0.26395 0.60822 -0.141 -0.089 -0.018
C -5.39976 -1.26622 -0.19978 -0.052 0.128 0.117
C -4.62942 -1.98053 -1.06521 0.279 -0.002 -0.012
C -3.26444 -1.64308 -1.18029 -0.249 0.178 0.294
N -2.69603 -0.68483 -0.48892 -0.345 0.021 0.006
C -3.43199 -0.03195 0.45244 0.385 -0.017 -0.028
H -1.49017 1.27790 8.61849 -0.016 0.005 0.004
H -0.10318 0.22739 8.34461 0.007 -0.001 0.008
H -1.73026 -0.42684 8.21683 -0.014 -0.004 0.002
H -1.51414 2.88187 6.84958 0.041 0.016 0.006
H -1.35751 3.46078 4.44408 0.037 0.023 0.011
H -0.72060 -0.64943 3.50965 0.032 -0.003 0.005
H -0.81086 -1.22043 5.90050 0.006 -0.018 -0.002
H -3.03526 2.33777 2.82817 -0.096 0.035 -0.006
H -5.42579 1.97783 3.05310 0.027 0.025 0.012
H -6.61198 0.31746 1.66704 -0.010 -0.031 0.004
H -6.45976 -1.46851 -0.10273 -0.001 0.008 0.029
H -5.03737 -2.78616 -1.65929 0.008 0.017 -0.036
H -2.63113 -2.19446 -1.85181 -0.074 -0.042 -0.056
S -0.16371 3.82942 -3.31524 -0.001 0.049 -0.014
C 0.25016 4.27263 -1.71840 -0.029 -0.033 0.054
C 0.13419 3.24760 -0.83161 -0.240 0.039 -0.119
C -0.32498 2.03253 -1.43294 0.338 -0.056 0.118
C -0.51398 2.23129 -2.77578 -0.121 0.057 -0.219
C -0.91622 1.14601 -3.60303 -0.114 0.042 -0.035
C -1.14902 1.23850 -4.98129 -0.050 -0.040 -0.003
C -1.51342 0.11732 -5.68365 -0.030 -0.023 -0.034
C -1.63352 -1.09265 -5.00543 -0.131 0.067 0.029
C -1.38088 -1.10766 -3.65442 0.049 -0.109 0.111
N -1.04519 -0.02546 -2.94087 0.771 -0.241 0.251
H 0.57914 5.27852 -1.51326 0.005 0.020 0.023
H 0.36999 3.37821 0.20603 0.044 0.009 0.097
H -1.03689 2.19547 -5.47222 0.013 0.015 0.022
H -1.69386 0.17320 -6.74949 0.000 -0.004 -0.002
H -1.90116 -2.00762 -5.51238 0.022 -0.020 0.001
H -1.42472 -2.04533 -3.12457 0.247 -0.030 0.007
C 4.37590 -2.06291 2.16133 0.016 -0.022 0.037
C 3.69410 -0.87505 2.37773 0.004 0.022 -0.009
C 2.94572 -0.30076 1.35925 0.114 -0.103 -0.028
C 2.83910 -0.89302 0.09650 -0.050 -0.257 0.041
C 3.57834 -2.06418 -0.10821 0.007 0.040 -0.042
C 4.32787 -2.64668 0.90626 0.018 0.027 -0.034
Si 1.78738 -0.11109 -1.28665 -0.223 0.244 0.154
C 2.86415 1.35942 -1.78663 -0.141 0.224 -0.127
C 3.52486 1.50719 -3.00937 0.074 -0.041 0.060
C 4.28707 2.63392 -3.29278 0.013 -0.014 0.023
C 4.42657 3.63637 -2.34672 0.018 0.013 -0.009
C 3.81666 3.49383 -1.10922 0.023 -0.015 0.020
C 3.04386 2.37597 -0.84090 0.010 -0.049 0.003
C 1.68161 -1.34757 -2.72339 0.224 -0.070 -0.132
C 1.63566 -0.90935 -4.05302 0.129 -0.008 0.039
C 1.61291 -1.79697 -5.11758 0.003 0.013 -0.004
C 1.61357 -3.16428 -4.88561 0.011 -0.022 -0.032
C 1.60826 -3.62941 -3.58006 -0.039 0.016 0.035
C 1.63808 -2.73131 -2.51928 -0.151 0.028 -0.054
H 4.95317 -2.51917 2.95578 0.008 0.004 0.004
H 3.74159 -0.38587 3.34328 0.004 0.010 0.004
H 2.42922 0.61756 1.56703 -0.053 0.084 0.021
H 3.59633 -2.53106 -1.08269 0.009 -0.011 0.004
H 4.88230 -3.55567 0.70856 0.003 -0.010 -0.012
H 3.48133 0.72273 -3.75140 -0.015 0.017 -0.017
H 4.77709 2.72266 -4.25437 0.009 -0.009 -0.007
H 5.01295 4.51921 -2.56842 0.021 -0.005 0.004
H 3.93686 4.25827 -0.35161 -0.017 0.014 0.003
H 2.56434 2.30015 0.12752 -0.031 0.007 0.024
H 1.60287 0.15118 -4.26785 0.003 0.010 -0.005
H 1.58724 -1.41732 -6.13164 0.004 0.005 -0.010
H 1.61614 -3.86054 -5.71475 -0.021 -0.005 -0.006
H 1.59654 -4.69473 -3.38334 -0.015 -0.005 0.009
H 1.61785 -3.12207 -1.51218 0.045 -0.021 0.028
N 0.15862 -1.76148 1.49174 0.081 0.072 -0.033
C 0.09591 -2.89848 2.19382 0.028 -0.115 -0.001
C -0.35784 -3.87486 1.33177 -0.002 0.074 0.014
C -0.52838 -3.20768 0.11266 0.075 -0.026 -0.170
N -0.20431 -1.92495 0.21744 -0.187 0.127 0.029
H 0.47341 -0.84631 1.78742 0.046 -0.007 -0.013
H 0.39316 -2.93876 3.22741 -0.008 0.019 0.024
H -0.54156 -4.91055 1.55131 0.033 -0.030 0.000
H -0.83269 -3.61100 -0.83916 -0.068 0.014 -0.008
```
Forces are in eV/Å.

* highest occupied orbital energy: -7.49 eV
* HOMO-LUMO gap: 7.45 eV
* relative energy (zero: lowest compared OMol25 entry of this formula, charge and spin): 64.7 kJ/mol
* charge: 0
* lowest unoccupied orbital energy: 0.0 eV